67
Properties=species:S:1:pos:R:3 method="wB97M-V/def2-TZVPD" total_charge=0 smiles=CCC[C@H](C#N)[C@H](C#N)C[C@H](C)Cl.C1CCOC1.C1CCOC1.C1CCOC1 spin_multiplicity=1 total_energy_ha=-1656.77484 largest_force_ha_per_bohr=0.2433 homo_lumo_gap_ev=9.48
Cl -2.92 0.34 1.89
O -0.56 -2.55 -7.88
O -5.59 2.06 -0.17
O 5.03 0.59 5.75
N 1.25 -1.22 -3.04
N 1.17 0.30 3.43
C 0.33 -3.62 -8.22
C 3.03 0.18 0.21
C 1.68 -0.69 -0.14
C 4.70 -1.35 7.06
C 1.68 -3.28 -7.64
C 3.12 1.64 -0.52
C 5.74 -0.48 6.38
C 0.32 -0.16 0.64
C 3.63 0.28 5.77
C -0.87 -1.32 0.56
C 0.09 -1.72 -6.91
C 2.23 2.83 0.19
C 3.50 -1.17 6.17
C 0.60 0.04 2.27
C -6.69 3.81 1.00
C -6.56 1.48 0.71
C -2.39 -0.71 0.45
C -5.52 3.47 0.10
C 1.45 -0.88 -1.78
C -6.88 2.52 1.76
C 1.30 -2.48 -6.42
C -2.66 0.17 -0.93
H -6.50 4.67 1.64
H 4.26 1.99 -0.43
H 3.60 -1.81 5.28
H 4.49 -0.97 8.06
H 2.24 -2.65 -8.34
H -6.16 2.47 2.58
H -0.61 -1.49 -6.10
H 1.02 -3.15 -5.60
H 3.14 0.94 6.50
H 2.55 -1.40 6.66
H 1.18 2.49 0.58
H -5.53 4.03 -0.83
H 6.47 -0.08 7.08
H 3.20 0.48 4.78
H 3.95 -0.45 -0.20
H 2.04 3.66 -0.63
H 6.27 -1.03 5.60
H -2.43 1.29 -0.64
H -7.44 1.22 0.12
H 0.37 -0.78 -7.40
H 1.87 -1.79 0.29
H -7.89 2.41 2.18
H -0.07 -4.54 -7.78
H 2.91 1.61 -1.69
H -4.56 3.66 0.61
H 5.03 -2.40 7.16
H -0.72 -2.05 -0.37
H -3.79 0.14 -1.29
H 2.29 -4.16 -7.41
H -6.15 0.56 1.15
H -3.12 -1.65 0.36
H -0.14 0.81 0.17
H 2.77 3.37 1.09
H 2.10 -1.82 -6.06
H -2.02 -0.24 -1.81
H 0.36 -3.74 -9.31
H 3.24 0.27 1.38
H -7.58 4.01 0.39
H -0.85 -1.99 1.54

***

14
Properties=species:S:1:pos:R:3 method="wB97M-V/def2-TZVPD" total_charge=0 smiles="CCOC=O.O" spin_multiplicity=1 total_energy_ha=-344.79686 largest_force_ha_per_bohr=0.0923 de_lowest_kj_mol=135.21 homo_lumo_gap_ev=11.10
O 0.71 -1.35 -3.96
O 0.14 0.12 -2.36
O -0.04 -4.74 1.35
C 0.00 0.00 0.00
C -0.73 0.51 -1.31
C -0.05 -1.02 -3.01
H 0.87 0.66 0.12
H 0.35 -1.04 -0.02
H -0.67 0.13 0.87
H -0.83 -1.65 -2.55
H -0.48 -5.34 0.71
H -0.68 1.62 -1.36
H -1.79 0.22 -1.44
H 0.78 -4.45 0.89

***

10
Properties=species:S:1:pos:R:3 method="wB97M-V/def2-TZVPD" total_charge=0 spin_multiplicity=3 total_energy_ha=-661.37839 largest_force_ha_per_bohr=0.1012 de_lowest_kj_mol=141.00 homo_lumo_gap_ev="5.30 / 7.03"
S 1.76 0.23 -1.44
O -3.27 0.94 -1.40
N 1.06 -1.39 0.45
N 0.22 0.89 0.53
C 0.97 -0.15 -0.02
C -2.41 0.72 -0.72
H 0.80 -1.82 1.41
H -0.67 0.83 1.36
H 0.30 1.82 0.13
H 1.24 -2.07 -0.29

***

81
Properties=species:S:1:pos:R:3 method="wB97M-V/def2-TZVPD" total_charge=+4 spin_multiplicity=6 total_energy_ha=-4621.68867 largest_force_ha_per_bohr=0.0907 de_lowest_kj_mol=244.70 homo_lumo_gap_ev="6.43 / 3.84"
Ir 2.92 -2.85 -1.23
Br 1.27 1.03 1.50
P 0.85 -1.43 -2.19
P 4.66 1.41 -1.70
O -1.83 -0.78 0.65
N 6.00 -8.29 2.73
C 3.86 -2.16 1.71
C 4.69 -6.25 1.23
C 6.07 -6.56 1.07
C 2.26 -2.13 -3.13
C 3.64 -4.12 -0.02
C -3.23 -0.43 2.64
C 4.17 3.55 0.04
C 4.15 -5.20 0.45
C 3.59 0.88 -3.08
C 3.20 -1.03 2.23
C 3.48 2.39 -0.67
C 4.70 -8.03 2.92
C 1.91 -0.68 1.75
C 3.18 -2.86 0.70
C -1.89 -0.95 2.10
C 6.66 -7.57 1.83
C -3.79 0.43 1.47
C 2.14 -3.62 -3.36
C 0.25 0.37 -4.51
C 1.74 -2.79 0.56
C 3.91 1.70 -4.32
C -1.42 -2.39 -3.83
C -2.96 0.01 0.24
C -0.71 -2.44 -2.48
C 0.26 0.17 -2.99
C 5.10 -0.02 -0.64
C 4.00 -7.04 2.21
C 6.57 -0.39 -0.88
C 1.13 -1.61 1.04
H -0.75 -2.56 -4.68
H 4.77 4.13 -0.67
H 2.69 2.76 -1.34
H 2.69 -3.86 -4.28
H -0.30 -0.42 -5.05
H 2.95 -6.93 2.44
H -2.58 0.89 -0.30
H 3.76 -0.19 -3.26
H 2.66 -4.23 -2.57
H 4.99 1.84 -4.41
H 6.71 -0.89 -1.84
H -4.86 0.27 1.32
H -0.46 -3.47 -2.22
H 1.14 -3.71 0.50
H -2.17 -3.19 -3.85
H 2.55 1.00 -2.77
H 3.01 1.70 0.06
H 4.41 -0.87 -0.86
H 7.72 -7.81 1.71
H 3.44 2.69 -4.29
H -3.58 -0.57 -0.46
H 0.12 -1.41 0.71
H 4.83 3.21 0.85
H 4.92 -2.44 1.86
H 2.29 -1.50 -4.01
H 6.91 -1.08 -0.08
H 0.85 0.98 -2.53
H -3.89 -1.27 2.86
H 1.10 -3.97 -3.41
H -0.77 0.30 -2.61
H 3.55 1.19 -5.22
H -0.28 1.32 -4.73
H -3.07 0.16 3.55
H 3.42 4.22 0.47
H -1.39 -2.06 -1.70
H -3.60 1.49 1.69
H 4.21 -8.66 3.68
H -1.71 -2.01 2.34
H 4.93 0.30 0.40
H -1.96 -1.45 -3.99
H 7.21 0.50 -0.86
H 3.69 -0.36 2.93
H -1.06 -0.37 2.55
H 1.26 0.46 -4.95
H 6.69 -6.04 0.35
H 3.29 -1.97 -2.63

***

Repeat the second record exactly.
14
Properties=species:S:1:pos:R:3 method="wB97M-V/def2-TZVPD" total_charge=0 smiles="CCOC=O.O" spin_multiplicity=1 total_energy_ha=-344.79686 largest_force_ha_per_bohr=0.0923 de_lowest_kj_mol=135.21 homo_lumo_gap_ev=11.10
O 0.71 -1.35 -3.96
O 0.14 0.12 -2.36
O -0.04 -4.74 1.35
C 0.00 0.00 0.00
C -0.73 0.51 -1.31
C -0.05 -1.02 -3.01
H 0.87 0.66 0.12
H 0.35 -1.04 -0.02
H -0.67 0.13 0.87
H -0.83 -1.65 -2.55
H -0.48 -5.34 0.71
H -0.68 1.62 -1.36
H -1.79 0.22 -1.44
H 0.78 -4.45 0.89